The following is a quantum chemistry calculation of a molecular structure, C27H27FN3O5PReS, from OMol25.

The geometry in XYZ format:
```
66
Properties=species:S:1:pos:R:3
Re 0.9067 -1.2884 -1.9754
S -1.2800 5.7692 -0.8667
P 0.0542 -2.6883 -0.2713
F -0.1401 -0.3664 -3.2024
O 3.7480 2.2256 1.5666
O 2.3764 3.9017 1.5942
O -2.4578 4.9607 -0.6468
O -1.0308 6.3496 -2.1528
O 1.3921 -2.5690 -3.5540
N 0.4760 2.3429 0.2111
N 2.7024 2.7723 1.3008
N 0.8740 0.3688 -0.6670
C 0.1183 4.6743 -0.5369
C -3.2769 -1.9185 2.7124
C 0.1216 -5.5540 -3.0572
C -1.3963 1.4028 -1.1264
C 1.7736 1.9856 0.5225
C 2.7955 -2.9855 -0.4395
C 4.3612 -2.0960 1.1523
C -0.2395 -4.3242 -0.9774
C -0.8707 -6.6094 -1.1225
C 0.7240 -3.1132 -2.6757
C -2.4093 7.9500 0.2629
C 4.1082 -2.7313 -0.0507
C -2.1253 -2.5789 3.1239
C 3.3080 -1.6852 1.9701
C -0.0412 1.3526 -0.5254
C -1.1984 7.0310 0.3778
C -1.0857 -2.7801 2.2313
C -0.4258 -6.6684 -2.4417
C -0.7812 -5.4394 -0.3700
C 1.7285 -2.5688 0.3772
C 0.1934 -4.3848 -2.3054
C -2.3722 -1.6643 0.5022
C -0.2322 3.6086 0.4915
C 2.0009 -1.8925 1.5781
C -1.2068 -2.3061 0.9205
C -3.4046 -1.4682 1.4049
C 2.0191 0.7758 -0.0171
H -1.1564 6.5262 1.3454
H -2.3403 8.7224 1.0262
H 2.9315 0.2079 0.0041
H -2.1510 1.6247 -0.3726
H -1.4439 2.1886 -1.8838
H -2.4883 -1.3487 -0.5268
H -1.2980 -7.4952 -0.6714
H -0.2619 7.5641 0.2094
H 1.1877 -1.5410 2.1996
H -0.0030 3.9118 1.5072
H -2.4371 8.4322 -0.7125
H 0.4677 -5.5827 -4.0815
H -0.5147 -7.5948 -2.9921
H 5.3822 -1.9214 1.4643
H 0.2856 4.2315 -1.5218
H 0.9995 5.2568 -0.2731
H -2.0393 -2.9409 4.1393
H 3.5161 -1.1860 2.9072
H 4.9259 -3.0647 -0.6748
H -1.6335 0.4648 -1.6139
H -3.3345 7.3963 0.4097
H 2.6214 -3.5719 -1.3337
H -1.1370 -5.4152 0.6517
H -4.3133 -0.9762 1.0856
H -0.1927 -3.3025 2.5529
H -1.2940 3.3883 0.4240
H -4.0859 -1.7651 3.4139
```

Calculated values
net charge = +2
frontier orbital gap (spin up / spin down) = 7.69 / 7.49 eV
multiplicity = 2
highest occupied orbital energy (spin up / spin down) = -14.9 / -14.9 eV
lowest unoccupied orbital energy (spin up / spin down) = -7.226 / -7.417 eV

---

The following is a quantum chemistry calculation of a molecular structure, C27H27FN3O5PReS, from OMol25.

The geometry in XYZ format:
```
66
Properties=species:S:1:pos:R:3
Re -1.3956 0.6971 -2.2242
S 1.0270 -5.4653 1.7252
P 0.0307 2.3425 -1.1998
F -1.3729 1.2938 -4.0092
O 1.7788 -5.2840 0.5046
O -3.7880 1.4025 -1.7633
O -1.7930 -2.3250 3.5362
O -2.8074 -0.4184 3.3507
O 1.6277 -5.1429 2.9913
N -1.4310 -0.5212 -0.5098
N -2.1223 -1.3246 2.9387
N -0.6955 -1.9603 0.9838
C 0.6856 1.3178 2.6856
C -2.1434 -0.3144 0.6563
C 2.5372 3.3772 -1.5996
C 1.1247 3.2460 -3.5742
C -1.1574 3.6261 -0.7612
C 3.5218 3.9916 -2.3548
C 1.3358 3.0032 -2.2136
C -3.1290 5.4768 -0.1043
C 3.3136 4.2280 -3.7073
C -2.7971 2.0148 -1.4891
C -1.7796 5.7883 0.0480
C 1.7384 0.4225 2.5730
C 2.2959 0.1412 1.3269
C 0.7234 1.6486 0.3033
C -0.2313 -7.5916 0.4835
C -0.3899 -4.3783 1.5518
C -0.5624 -1.5211 -0.2713
C 0.3598 -7.0987 1.7954
C -3.5104 4.2384 -0.5953
C 0.1909 -2.9709 1.5980
C 2.1209 3.8574 -4.3157
C 0.4158 -2.0540 -1.2536
C 0.1716 1.9326 1.5498
C -2.5117 3.3230 -0.9180
C 1.7923 0.7520 0.1917
C -1.6826 -1.1943 1.5663
C -0.7846 4.8722 -0.2819
H 0.1974 2.9662 -4.0548
H 2.2518 0.5582 -0.7718
H -4.5520 3.9855 -0.7424
H 4.4527 4.2833 -1.8884
H 0.2670 1.5464 3.6562
H 0.4647 -7.4334 -0.3378
H -3.8821 6.2093 0.1499
H 1.2151 -7.6953 2.1228
H 0.3916 -1.4759 -2.1824
H -0.3600 -7.0890 2.6156
H -2.9139 0.4261 0.7767
H 0.4065 -2.6679 2.6177
H 1.1181 -2.9336 1.0294
H 4.0884 4.7056 -4.2921
H -1.4969 6.7624 0.4234
H -0.6513 2.6291 1.6456
H -0.8485 -4.6000 0.5880
H -0.4351 -8.6579 0.5618
H 0.2589 5.1371 -0.1690
H -1.1741 -7.0948 0.2537
H 2.1441 -0.0461 3.4601
H 1.9688 4.0441 -5.3694
H 0.2010 -3.0939 -1.5039
H -1.0974 -4.5445 2.3613
H 3.1384 -0.5334 1.2504
H 1.4339 -2.0077 -0.8673
H 2.7060 3.1911 -0.5470
```

Calculated values
net charge = +2
frontier orbital gap (spin up / spin down) = 7.75 / 7.00 eV
multiplicity = 4
highest occupied orbital energy (spin up / spin down) = -15.2 / -15.2 eV
lowest unoccupied orbital energy (spin up / spin down) = -7.415 / -8.172 eV

---

The following is a quantum chemistry calculation of a molecular structure, C27H27I2N7O3Ti, from OMol25.

The geometry in XYZ format:
```
67
Properties=species:S:1:pos:R:3
I -2.5387 3.5852 2.8537
I -3.5069 6.9662 -2.0418
Ti -0.2975 0.3894 0.1980
O -1.8532 1.5651 0.5333
O 2.7203 -0.0115 -1.7815
O 2.4284 -2.8110 -1.3033
N -0.5884 1.0976 -2.0033
N 1.0669 -1.1267 -0.5615
N 0.5921 2.5352 -0.0919
N -0.9126 -0.7847 2.0230
N 1.6310 0.4797 1.4568
N -0.3788 -3.3933 0.6240
N -1.9194 -1.0247 -0.3506
C 3.9097 0.7477 0.7716
C 3.2355 1.3431 2.9879
C 0.7333 3.0171 -1.3300
C -0.4120 -5.7452 -0.8515
C 2.1747 -0.2846 -0.7411
C -2.9876 5.1409 -1.1694
C -2.9759 5.0145 0.2125
C -2.9398 -1.2148 0.7127
C 1.0743 4.3377 -1.5768
C 0.4660 2.0382 -2.4347
C -2.2714 2.8558 -1.4025
C 0.7378 3.3788 0.9361
C 1.9449 0.9720 2.6547
C -2.6029 3.8074 0.7780
C -1.1946 -5.6181 0.2871
C -2.3853 -0.8070 2.0834
C -2.6422 4.0651 -1.9707
C 0.4011 -4.6913 -1.2248
C 0.3832 -3.5279 -0.4637
C 1.3660 -2.4382 -0.8415
C 1.2504 5.1957 -0.5077
C -1.9390 1.6684 -2.2651
C 1.0660 4.7084 0.7782
C 4.2313 1.2451 2.0253
C -1.1398 -4.4289 0.9905
C -2.2397 2.7050 -0.0063
C 2.6066 0.3442 0.5542
H -3.2546 -2.2587 0.7206
H -2.7163 0.1974 2.3344
H 1.1694 4.6869 -2.5960
H 4.6352 0.6465 -0.0228
H -1.4545 -1.9133 -0.5081
H 1.1544 5.3494 1.6437
H -0.5484 -1.7194 1.8013
H 1.0638 -4.7479 -2.0758
H -2.0143 1.9540 -3.3180
H -0.4852 0.2533 -2.5609
H -0.4246 -6.6595 -1.4297
H 1.3699 1.4702 -2.6520
H -2.7480 -1.4951 2.8498
H -2.3868 -0.7793 -1.2141
H 1.5015 6.2346 -0.6747
H -3.2476 5.8481 0.8450
H -3.8102 -0.6060 0.4793
H 1.1337 1.0838 3.3662
H -1.7268 -4.2961 1.8932
H 5.2434 1.5494 2.2555
H -0.5264 -0.4955 2.9138
H -2.6596 4.1689 -3.0491
H 0.1714 2.5674 -3.3448
H -2.6799 0.8848 -2.0967
H -1.8296 -6.4230 0.6294
H 0.5491 2.9762 1.9215
H 3.4506 1.7145 3.9796
```

Calculated values
net charge = +1
frontier orbital gap (spin up / spin down) = 7.52 / 7.48 eV
multiplicity = 2
highest occupied orbital energy (spin up / spin down) = -10.3 / -10.4 eV
lowest unoccupied orbital energy (spin up / spin down) = -2.809 / -2.942 eV

---

The following is a quantum chemistry calculation of a molecular structure, C27H28BN9OS2Ti at a distorted geometry, from OMol25.

The geometry in XYZ format:
```
69
Properties=species:S:1:pos:R:3
Ti -0.0526 0.3524 0.0482
S -2.3705 1.1264 0.4586
S -0.0021 2.9665 2.2931
O -0.8063 -1.4279 0.1796
N 0.2180 -0.3036 2.1291
N 2.9962 0.4817 1.2742
N 2.1690 1.1077 0.4174
N -0.3591 -0.2368 -1.8331
N 1.3344 -0.7567 2.7117
N 1.9588 -1.4706 -0.4145
N 0.0584 2.1046 -1.1203
N 2.4376 -1.8631 0.7766
N -0.7799 -1.5001 -2.0698
C 0.1178 3.3821 -0.7056
C -2.1053 4.6580 2.7118
C -0.0967 0.5861 -2.8857
C -1.8023 -4.1055 0.2883
C 0.4627 4.2444 -2.9275
C -0.1607 0.1222 -4.3163
C 1.0637 -1.2129 3.9466
C 0.1378 1.8900 -2.5024
C -1.0041 -2.0892 -0.9196
C -0.7748 -0.4889 2.9872
C -1.6802 3.3594 2.0506
C 2.8731 2.0800 -0.1468
C -2.2909 -6.1580 -0.8807
C -1.4463 -3.4744 -0.9104
C -2.5615 2.6923 1.2727
C 2.6772 -3.1861 0.7855
C 4.2123 1.0513 1.2527
C 4.1825 2.0928 0.3495
C 0.2931 4.4635 -1.5399
C 0.3947 2.9648 -3.3985
C -1.9316 -5.5409 -2.0777
C -1.5211 -4.2240 -2.0961
C 2.3526 -3.6859 -0.4586
C -2.2234 -5.4222 0.2973
C 1.9100 -2.5609 -1.1708
C -0.2900 -1.0609 4.1687
C -3.9422 3.2813 1.0329
B 2.6453 -0.8579 1.9340
H -2.6264 -7.1883 -0.8714
H -1.7403 -3.5330 1.2055
H -1.4704 4.8406 3.5769
H -1.7745 -0.1770 2.7384
H 2.4107 -4.7045 -0.8041
H 1.8442 -1.5989 4.5813
H 0.3279 5.4614 -1.1232
H 0.0622 3.5387 0.3646
H 0.5363 2.7517 -4.4511
H -4.5187 2.5930 0.4169
H -1.9800 -6.1025 -3.0049
H -0.9147 0.6798 -4.8819
H 3.0699 -3.6718 1.6644
H 2.4461 2.7403 -0.8809
H -3.1505 4.6411 3.0389
H -1.2409 -3.7348 -3.0189
H -1.9838 5.5037 2.0235
H 3.5364 -1.2291 2.6518
H 1.5823 -2.5077 -2.1949
H 0.8039 0.2519 -4.8207
H -4.4921 3.4496 1.9659
H -0.4238 -0.9329 -4.3199
H -3.8732 4.2421 0.5103
H -0.8480 -1.3248 5.0508
H 0.6446 5.0767 -3.5995
H 4.9819 2.7621 0.0814
H -2.5115 -5.8904 1.2323
H 5.0092 0.6818 1.8761
```

Calculated values
net charge = -2
frontier orbital gap (spin up / spin down) = 4.17 / 4.17 eV
highest occupied orbital energy (spin up / spin down) = 0.4 / 0.4 eV
lowest unoccupied orbital energy (spin up / spin down) = 4.581 / 4.581 eV

---

The following is a quantum chemistry calculation of 10 unconnected molecules or ions with the total composition C27H28Cl19NO7P at a distorted geometry, from OMol25.

The geometry in XYZ format:
```
83
Properties=species:S:1:pos:R:3
Cl 5.3202 -5.3839 -4.3311
Cl -6.6047 6.3181 2.0945
Cl 8.6184 -5.8554 1.5888
Cl -5.8017 4.4988 6.2716
Cl -3.4535 -0.3649 2.2668
Cl -7.8900 6.2325 7.3481
Cl -6.8163 -1.3001 4.8380
Cl -7.2137 -3.4196 6.8060
Cl -4.2511 -1.3258 -1.2872
Cl -5.8779 1.7088 3.6772
Cl 1.5540 2.9423 -1.7630
Cl -4.1319 3.2194 1.8924
Cl -6.8207 3.1166 -0.6868
Cl -2.7275 -1.8838 4.6538
Cl 5.9693 -6.7343 0.7390
Cl -5.0745 4.6242 -2.4732
Cl 2.6021 -5.0058 -3.3328
Cl 1.9939 5.2726 -0.0522
Cl -8.3503 4.8056 3.8790
P -3.2234 0.1769 -2.3518
O 3.4658 0.9989 0.1478
O 2.2118 -1.8573 1.6637
O 5.6230 -2.3653 -6.4747
O 7.5264 -2.2617 -5.3291
O 6.7986 -3.3026 -1.1677
O 2.0447 1.6970 -4.4889
O -3.0899 -0.4614 -3.9276
N 0.8383 0.0921 1.4052
C -7.9578 6.4015 3.2318
C 6.9568 -2.6370 -2.4284
C 4.9987 -1.0810 -1.6732
C 3.4483 -0.0142 -3.4006
C -5.4845 3.3066 3.0283
C 0.4653 0.2287 0.0023
C 7.3691 -7.0937 1.7562
C 5.7462 -1.6952 -2.8056
C 2.1657 0.8698 -3.6119
C -0.4087 0.5431 -2.8497
C 6.2210 -2.0762 -5.4112
C 2.9791 0.4686 -0.8292
C 1.5522 -0.9019 1.6164
C 5.3947 -1.4541 -4.2274
C -6.4255 4.7110 -1.3377
C 3.8335 -0.2262 -1.9529
C -6.1537 5.9032 7.2848
C 1.4159 0.4312 -1.0983
C -1.4233 0.2936 -1.7593
C -2.2427 -0.6052 3.5303
C -6.3420 -2.9227 5.3489
C -0.9979 0.1561 -0.3098
C 2.4689 4.4423 -1.5414
C 5.6781 -4.1998 -1.1811
C 3.6082 -5.7077 -4.6092
C 4.2069 -0.5864 -4.5251
C 1.0255 0.6177 -2.5392
H 7.8894 -1.9998 -2.3548
H -7.2964 5.1060 -1.8551
H -1.7336 -0.0012 0.5325
H -8.8288 6.7967 2.7152
H -7.6868 7.0589 4.0549
H 7.0561 -3.3901 -3.2716
H -5.2137 3.9655 3.8507
H 5.9551 -5.2830 -0.9839
H 3.3196 -5.2738 -5.5637
H 3.5284 4.2024 -1.4886
H -5.6455 6.7714 6.8724
H 3.9189 -0.3932 -5.5963
H -6.1539 5.3688 -0.5164
H -2.2575 -0.9687 -4.0217
H -5.7948 5.7094 8.2924
H -5.2753 -2.9279 5.5573
H 5.0748 -4.1881 -2.1385
H -2.1225 0.3231 4.0837
H -6.5655 -3.6235 4.5485
H 7.0493 -7.1339 2.7945
H 2.2805 5.1001 -2.3868
H 3.4512 -6.7835 -4.6292
H 5.3365 -1.3098 -0.6244
H 7.7828 -8.0544 1.4595
H -1.2992 -0.8833 3.0664
H -0.7595 0.6427 -3.9072
H 5.0065 -3.8857 -0.3156
H -6.3531 3.7006 2.5122
```

Calculated values
net charge = -1
frontier orbital gap = 5.80 eV
highest occupied orbital energy = -4.8 eV
lowest unoccupied orbital energy = 0.991 eV

---

The following is a quantum chemistry calculation of a molecular structure, C27H28F7FeN5O5S3Se2, from OMol25.

The geometry in XYZ format:
```
78
Properties=species:S:1:pos:R:3
Se -0.4910 3.8228 0.3241
Se -2.5506 4.2523 1.2953
Fe -1.6469 0.5046 0.8241
S -2.9213 -2.1051 2.0884
S -2.1851 -2.4728 -0.5450
S 1.2315 -0.4708 2.1289
F -2.4578 -2.8584 4.5090
F -0.1596 -3.6142 0.6342
F -1.1738 -4.8574 -0.8162
F 4.2022 0.7362 -6.1756
F -3.5847 -4.2913 3.3335
F 0.1129 -3.2454 -1.4847
F -1.4538 -4.0652 3.0171
O -1.5664 -1.1542 -0.4373
O 0.3174 0.5358 1.4373
O -2.9041 -2.7346 -1.7432
O -1.7359 -1.2526 2.1373
O -4.1632 -1.5223 2.4972
N -3.0259 -2.8774 0.7238
N -3.6933 0.6825 0.7459
N -1.6487 1.6066 -0.9839
N -1.8593 1.8193 2.6057
N -4.5028 0.0655 -0.2742
C 4.4702 -1.9321 -0.7160
C -1.6649 1.1020 3.7286
C -0.7556 -3.6327 -0.5559
C 1.8599 -0.3841 -3.6868
C -2.3165 1.6176 -3.2963
C -2.5787 2.7841 5.1431
C 2.7116 -2.3535 0.8861
C 2.6341 -0.3739 -4.8255
C -2.7316 3.5627 4.0118
C 3.3102 -0.0843 0.3250
C -2.0124 1.5298 4.9944
C 2.5203 -0.9857 1.0286
C 1.8767 0.7002 -2.7742
C -2.1772 1.0069 -2.0620
C 3.4408 0.7275 -5.0726
C -2.5806 -3.4358 3.3170
C 2.1899 0.5957 3.1944
C 3.4869 1.8205 -4.2203
C -2.3604 3.0489 2.7753
C -1.3613 3.5648 -2.3492
C 3.6865 -2.8187 0.0191
C 5.4946 -2.4457 -1.6865
C 4.2744 -0.5623 -0.5426
C -1.2554 2.8784 -1.1530
C 1.1355 0.6528 -1.5877
C 2.7099 1.8038 -3.0824
C -1.9018 2.9232 -3.4529
H 4.1247 2.6589 -4.4652
H -1.8406 0.8784 5.8392
H 2.6537 1.3795 2.5994
H 6.1374 -3.1917 -1.2188
H -4.3783 -0.9389 -0.2073
H -2.8588 3.1633 6.1166
H 2.6275 -1.1956 -5.5287
H 2.9442 -0.0073 3.6975
H 3.8367 -3.8856 -0.0928
H 4.8800 0.1369 -1.1062
H -3.1072 4.5744 4.0754
H -3.8075 1.6871 0.6308
H 5.0053 -2.9233 -2.5374
H -1.0189 4.5877 -2.4034
H -1.9986 3.4371 -4.3997
H 1.1814 1.4543 -0.8652
H 2.7365 2.6486 -2.4034
H 0.5200 -0.2036 -1.3534
H 1.2280 -1.2377 -3.4718
H 3.1701 0.9822 0.4425
H -2.5026 -0.0089 -1.9423
H -1.2256 0.1275 3.5973
H 6.1212 -1.6411 -2.0669
H 2.1008 -3.0461 1.4483
H -2.7480 1.0528 -4.1101
H -5.4811 0.2395 -0.0636
H 1.5025 1.0271 3.9198
H -4.0477 0.4302 1.6680
```

Calculated values
net charge = +1
frontier orbital gap (spin up / spin down) = 6.02 / 8.36 eV
multiplicity = 2
highest occupied orbital energy (spin up / spin down) = -9.2 / -11.6 eV
lowest unoccupied orbital energy (spin up / spin down) = -3.203 / -3.200 eV

---

The following is a quantum chemistry calculation of a molecular structure, C27H28N2PdSi at a distorted geometry, from OMol25.

The geometry in XYZ format:
```
59
Properties=species:S:1:pos:R:3
Pd 0.4848 -1.8201 0.5392
Si -0.5557 3.5105 -1.5787
N 2.4574 -2.1592 1.4917
N 0.0829 -1.7548 2.7200
C 3.4688 -3.0052 4.9467
C 1.2035 -2.1469 3.5362
C 4.7881 -2.8993 2.8170
C 4.7725 -2.7065 1.4545
C -0.7515 -2.9785 -0.8754
C -0.1315 -4.1463 1.0358
C 0.9490 -4.2140 0.1149
C 2.2495 -2.8930 5.5889
C 0.2506 0.0773 -0.3136
C 0.1090 2.0575 -3.8368
C -1.1859 -3.3781 0.4370
C 3.6071 -2.6948 3.5610
C -0.0358 1.5179 -5.1187
C -1.0534 1.9786 -5.9665
C -1.9116 2.9953 -5.5279
C -4.4860 3.2824 -0.3986
C 0.5928 -3.4640 -1.0514
C -1.7724 3.5300 -4.2343
C -2.4575 5.2062 -0.2122
C 3.5784 -2.3600 0.8059
C -0.8010 3.0145 -3.3518
C 2.4406 -2.2760 2.8599
C -3.2407 3.0526 -1.0017
C -3.7012 5.4345 0.3905
C -4.7165 4.4687 0.3082
C 1.0968 -2.4718 4.8791
C -2.2017 3.9888 -0.8797
H 2.1526 -3.1381 6.6464
H 0.9264 1.7211 -3.1904
H -1.3297 -2.4132 -1.6011
H -1.6763 5.9710 -0.1548
H 5.6803 -3.2419 3.3435
H -2.6958 3.3672 -6.1951
H 1.8798 -4.7572 0.2585
H -0.1706 -4.6305 2.0098
H 4.3460 -3.3754 5.4862
H -3.0794 2.1250 -1.5626
H 0.6036 -0.0218 -1.3522
H 1.1970 -3.3326 -1.9470
H 0.2763 4.7186 -1.6572
H -0.0853 -0.7543 2.7808
H 5.6708 -2.8439 0.8612
H -5.6826 4.6370 0.7942
H 0.6474 0.7340 -5.4535
H 0.2507 2.6252 -0.7055
H -2.1656 -3.1750 0.8652
H 3.5260 -2.2318 -0.2773
H -3.8847 6.3635 0.9392
H 0.1227 -2.4118 5.3721
H -0.8266 0.3052 -0.2887
H -5.2689 2.5246 -0.4771
H 0.8335 0.8224 0.2346
H -0.7701 -2.2228 3.0181
H -2.4393 4.3404 -3.9194
H -1.1676 1.5491 -6.9667
```

Calculated values
net charge = +2
frontier orbital gap (spin up / spin down) = 6.41 / 3.65 eV
multiplicity = 5
highest occupied orbital energy (spin up / spin down) = -12.1 / -13.7 eV
lowest unoccupied orbital energy (spin up / spin down) = -5.664 / -10.012 eV